{
  "formula": "C2H7BO3",
  "method": "ωB97M-V/def2-TZVPD",
  "species": ["B", "C", "C", "O", "O", "O", "H", "H", "H", "H", "H", "H", "H"],
  "xyz": [[-0.246, -0.469, 0.079], [-1.427, 0.494, -0.460], [0.711, -0.491, 1.502], [0.102, -1.573, -0.633], [1.169, 0.678, -0.604], [1.742, 0.144, 1.699], [-1.109, 0.819, -1.359], [-2.409, -0.044, -0.570], [-1.714, 1.424, 0.192], [0.464, -1.327, 2.186], [-0.091, -1.584, -1.632], [0.876, 1.503, -0.262], [1.931, 0.426, -0.138]],
  "mulliken_charge": [0.4899, -1.0556, 0.0540, -0.6440, -0.5901, -0.5443, 0.4614, 0.2597, 0.2430, 0.2973, 0.3163, 0.3635, 0.3488],
  "orbital_gap_ev": 9.699,
  "relative_energy_ev": 3.939,
  "homo_energy_ha": -0.3375
}

=====

{
  "formula": "C2H7Br2NSi",
  "method": "ωB97M-V/def2-TZVPD",
  "species": ["C", "N", "C", "Si", "Br", "Br", "H", "H", "H", "H", "H", "H", "H"],
  "xyz": [[-1.009, -1.044, -0.134], [-0.092, 0.015, 0.023], [-0.755, 1.127, 0.638], [1.621, 0.009, -0.685], [2.578, 1.826, 0.074], [2.639, -1.753, 0.218], [-1.144, -1.488, 0.928], [-2.006, -0.805, -0.709], [-0.431, -1.774, -0.603], [-1.796, 1.350, 0.331], [-0.900, 0.803, 1.642], [-0.121, 2.104, 0.439], [1.416, -0.369, -2.162]],
  "mulliken_charge": [-1.0423, 0.1409, -0.8613, 0.4212, -0.1743, -0.2128, 0.3240, 0.2557, 0.3745, 0.2936, 0.3299, 0.2011, -0.0503],
  "orbital_gap_ev": 8.996,
  "relative_energy_ev": 0.000,
  "homo_energy_ha": -0.3134
}

=====

{
  "formula": "C2H7ClNOP",
  "method": "ωB97M-V/def2-TZVPD",
  "species": ["C", "C", "N", "O", "P", "Cl", "H", "H", "H", "H", "H", "H", "H"],
  "xyz": [[-0.323, -2.101, -0.508], [0.241, 2.393, -0.642], [0.497, -1.417, 0.487], [1.592, 0.336, 1.981], [1.121, -0.025, 0.459], [2.916, 0.069, -0.638], [-0.939, -1.300, -0.903], [-1.082, -2.766, -0.028], [0.299, -2.599, -1.279], [-0.557, 2.222, -1.307], [0.073, 3.064, 0.218], [1.228, 2.674, -0.959], [2.397, -0.176, 2.106]],
  "mulliken_charge": [-0.6415, -0.9020, -0.2279, -0.4533, 0.4693, -0.2721, 0.2489, 0.2493, 0.2415, 0.3164, 0.3093, 0.3341, 0.3280],
  "orbital_gap_ev": [7.603, 8.074],
  "relative_energy_ev": 3.895,
  "homo_energy_ha": [-0.3227, -0.3185]
}

=====

{
  "formula": "C2H7FO3Si",
  "method": "ωB97M-V/def2-TZVPD",
  "species": ["C", "C", "O", "Si", "O", "O", "F", "H", "H", "H", "H", "H", "H", "H"],
  "xyz": [[0.787, -1.762, -0.356], [-0.120, -0.686, -1.046], [0.345, 0.531, -0.793], [-0.340, 1.293, 0.920], [0.488, 2.663, 1.012], [-1.892, 1.601, 0.762], [0.097, 0.194, 2.007], [0.299, -2.236, 0.592], [1.141, -2.592, -0.947], [1.683, -1.166, -0.122], [-1.199, -0.816, -0.851], [-0.095, -0.669, -2.156], [1.343, 2.681, 0.634], [-2.539, 0.962, 0.343]],
  "mulliken_charge": [-0.9447, -0.1387, -0.5237, 0.8182, -0.4585, -0.4553, -0.2609, 0.2009, 0.3487, 0.2608, 0.1631, 0.2975, 0.3324, 0.3600],
  "orbital_gap_ev": 10.034,
  "relative_energy_ev": 0.000,
  "homo_energy_ha": -0.3586
}

=====

{
  "formula": "C2H7FS",
  "method": "ωB97M-V/def2-TZVPD",
  "species": ["C", "S", "C", "H", "H", "H", "H", "H", "H", "F", "H"],
  "xyz": [[-0.691, -1.093, -0.192], [-0.190, 0.603, -0.551], [-0.560, 1.354, 1.048], [-0.095, -1.515, 0.620], [-1.753, -1.148, 0.066], [-0.520, -1.687, -1.092], [-1.623, 1.269, 1.289], [0.031, 0.896, 1.846], [-0.299, 2.412, 0.984], [1.488, -1.177, -0.090], [1.399, -0.850, 0.782]],
  "mulliken_charge": [-0.9203, -0.0546, -0.7407, 0.2986, 0.3234, 0.2900, 0.2519, 0.2322, 0.2861, -0.3640, 0.3975],
  "orbital_gap_ev": 9.043,
  "relative_energy_ev": 1.320,
  "homo_energy_ha": -0.3040
}

=====

{
  "formula": "C2H7FSi",
  "method": "ωB97M-V/def2-TZVPD",
  "species": ["C", "Si", "C", "F", "H", "H", "H", "H", "H", "H", "H"],
  "xyz": [[-1.009, -1.113, 0.838], [0.665, -0.333, -0.125], [0.349, 1.405, -0.794], [1.850, -0.244, 0.971], [-0.806, -1.160, 1.899], [-1.868, -0.476, 0.666], [-1.217, -2.110, 0.473], [1.175, -1.271, -1.117], [0.065, 2.095, -0.005], [1.241, 1.803, -1.270], [-0.445, 1.403, -1.536]],
  "mulliken_charge": [-1.0462, 0.6234, -0.9415, -0.2918, 0.2950, 0.3117, 0.3028, -0.1299, 0.2841, 0.2828, 0.3096],
  "orbital_gap_ev": 11.638,
  "relative_energy_ev": 0.000,
  "homo_energy_ha": -0.3871
}

=====

{
  "formula": "C2H7IN2",
  "method": "ωB97M-V/def2-TZVPD",
  "species": ["C", "C", "N", "N", "I", "H", "H", "H", "H", "H", "H", "H"],
  "xyz": [[0.199, 0.017, 0.632], [-0.034, 0.940, -2.565], [0.189, -0.678, 2.913], [-0.082, -0.788, 1.507], [-2.052, 1.483, -1.857], [-0.116, -0.192, -0.401], [-0.031, 1.171, -3.669], [0.127, -0.103, -2.396], [0.854, 1.414, -2.043], [0.772, 0.046, 3.222], [0.619, -1.572, 3.227], [-0.445, -1.738, 1.429]],
  "mulliken_charge": [-0.1682, -1.0627, -0.7565, 0.1872, 0.0486, -0.1025, 0.3430, 0.3492, 0.3755, 0.2855, 0.2319, 0.2691],
  "orbital_gap_ev": 8.452,
  "relative_energy_ev": 2.416,
  "homo_energy_ha": -0.2969
}

=====

{
  "formula": "C2H7IN3",
  "method": "ωB97M-V/def2-TZVPD",
  "species": ["N", "C", "N", "N", "C", "I", "H", "H", "H", "H", "H", "H", "H"],
  "xyz": [[1.855, 0.285, -0.536], [0.569, 0.431, -0.019], [0.284, -0.465, 1.106], [-1.051, -0.671, 0.750], [-0.873, -0.122, -0.672], [-2.241, 1.363, -1.244], [2.302, -0.667, -0.560], [1.845, 0.759, -1.453], [0.347, 1.748, 0.037], [0.416, 0.051, 1.979], [-1.810, -0.081, 1.251], [-1.029, -1.685, 0.763], [-0.614, -0.946, -1.402]],
  "mulliken_charge": [-0.5492, 0.0719, -0.5625, 0.0677, -0.6498, 0.2763, 0.2708, 0.2594, 0.3354, 0.2912, 0.4044, 0.3738, 0.4108],
  "charge": 1,
  "orbital_gap_ev": 9.682,
  "relative_energy_ev": 3.085,
  "homo_energy_ha": -0.5035
}

=====

{
  "formula": "C2H7InNO2",
  "method": "ωB97M-V/def2-TZVPD",
  "species": ["N", "In", "C", "C", "O", "O", "H", "H", "H", "H", "H", "H", "H"],
  "xyz": [[-0.983, -0.171, -2.225], [-1.695, -0.108, -0.195], [0.142, -0.457, 1.107], [1.259, 0.422, 0.686], [1.200, 1.494, 0.119], [2.509, -0.073, 0.992], [-0.550, 0.741, -2.364], [-0.192, -0.814, -2.223], [-2.869, -1.420, 0.043], [-2.341, 1.502, 0.187], [0.470, -1.499, 1.040], [-0.073, -0.227, 2.155], [3.123, 0.612, 0.678]],
  "mulliken_charge": [-0.7746, 0.7118, -1.0230, 0.6565, -0.5909, -0.4630, 0.1873, 0.1493, -0.3828, -0.3653, 0.2687, 0.3137, 0.3122],
  "charge": -1,
  "orbital_gap_ev": 7.636,
  "homo_energy_ha": -0.1571
}

=====

{
  "formula": "C2H7N",
  "method": "ωB97M-V/def2-TZVPD",
  "species": ["C", "N", "C", "H", "H", "H", "H", "H", "H", "H"],
  "xyz": [[-1.228, -0.111, -0.044], [-0.035, 0.677, -0.251], [1.176, -0.097, -0.099], [-1.261, -0.849, 0.741], [-1.452, -0.666, -0.997], [-2.003, 0.641, 0.067], [0.040, 1.328, 0.498], [2.085, 0.574, -0.055], [1.408, -0.890, -0.779], [1.270, -0.608, 0.919]],
  "mulliken_charge": [-0.8064, -0.3730, -0.8502, 0.2973, 0.2622, 0.3366, 0.2502, 0.2855, 0.3096, 0.2883],
  "orbital_gap_ev": 10.262,
  "relative_energy_ev": 0.661,
  "homo_energy_ha": -0.3330
}

=====

{
  "formula": "C2H7N",
  "method": "ωB97M-V/def2-TZVPD",
  "species": ["C", "N", "C", "H", "H", "H", "H", "H", "H", "H"],
  "xyz": [[-0.138, -1.270, -0.462], [0.652, -0.093, -0.761], [0.149, 1.192, 0.560], [0.387, -1.995, 0.160], [-0.356, -1.785, -1.426], [-1.082, -1.008, 0.041], [0.145, 0.889, -0.693], [1.117, 1.290, 1.028], [-0.326, 2.174, 0.416], [-0.548, 0.606, 1.138]],
  "mulliken_charge": [-0.6565, -0.4589, -0.7588, 0.2446, 0.2689, 0.2443, 0.2918, 0.2328, 0.3306, 0.2612],
  "orbital_gap_ev": 9.628,
  "relative_energy_ev": 4.215,
  "homo_energy_ha": -0.3173
}

=====

{
  "formula": "C2H7N",
  "method": "ωB97M-V/def2-TZVPD",
  "species": ["C", "C", "N", "H", "H", "H", "H", "H", "H", "H"],
  "xyz": [[0.082, 1.323, -0.011], [0.182, -0.196, 0.500], [-0.297, -1.171, -0.426], [0.600, 1.318, -0.964], [-0.981, 1.527, -0.089], [0.658, 2.025, 0.593], [1.170, -0.384, 0.906], [-0.447, -0.154, 1.435], [0.427, -1.857, -0.542], [-0.933, -0.978, -1.173]],
  "mulliken_charge": [-1.0341, -0.3112, -0.4481, 0.2958, 0.2852, 0.3217, 0.3383, 0.1689, 0.1921, 0.1915],
  "orbital_gap_ev": 9.925,
  "relative_energy_ev": 0.520,
  "homo_energy_ha": -0.3180
}

=====

{
  "formula": "C2H7N",
  "method": "ωB97M-V/def2-TZVPD",
  "species": ["C", "C", "N", "H", "H", "H", "H", "H", "H", "H"],
  "xyz": [[-0.743, -0.765, 0.531], [0.405, -0.111, -0.322], [0.235, 1.262, -0.602], [-0.933, 0.077, 1.280], [-1.724, -0.975, -0.058], [-0.376, -1.787, 0.778], [1.171, -0.124, 0.358], [0.743, -0.820, -1.034], [0.236, 1.735, 0.323], [0.986, 1.509, -1.254]],
  "mulliken_charge": [-0.8896, -0.5697, -0.6335, 0.2427, 0.2215, 0.2927, 0.3670, 0.4783, 0.2592, 0.2314],
  "orbital_gap_ev": 10.104,
  "relative_energy_ev": 1.068,
  "homo_energy_ha": -0.3290
}

=====

{
  "formula": "C2H7N",
  "method": "ωB97M-V/def2-TZVPD",
  "species": ["C", "N", "H", "H", "H", "C", "H", "H", "H", "H"],
  "xyz": [[-0.597, -2.440, 4.756], [-1.568, -2.340, 5.557], [-0.675, -2.442, 3.673], [0.402, -2.558, 5.144], [-1.232, -2.329, 6.515], [0.695, 2.416, -5.120], [-0.384, 2.407, -5.051], [1.058, 3.052, -5.932], [1.190, 2.795, -4.232], [1.114, 1.439, -5.309]],
  "mulliken_charge": [-0.2211, -0.4779, 0.2560, 0.1882, 0.2547, -0.9116, 0.2155, 0.2304, 0.2319, 0.2337],
  "orbital_gap_ev": 11.441,
  "relative_energy_ev": 0.930,
  "homo_energy_ha": -0.3746
}

=====

{
  "formula": "C2H7N",
  "method": "ωB97M-V/def2-TZVPD",
  "species": ["C", "C", "N", "H", "H", "H", "H", "H", "H", "H"],
  "xyz": [[-1.152, -0.304, -0.070], [0.201, 0.396, -0.004], [1.374, -0.340, -0.241], [-1.853, 0.400, 0.332], [-1.407, -0.244, -1.208], [-1.056, -1.324, 0.275], [0.076, 1.353, -0.672], [0.178, 0.725, 1.101], [1.451, -0.939, 0.550], [2.189, 0.276, -0.063]],
  "mulliken_charge": [-1.0353, -0.2184, -0.6720, 0.3305, 0.2019, 0.3473, 0.2962, 0.2245, 0.2601, 0.2654],
  "orbital_gap_ev": 10.399,
  "relative_energy_ev": 0.810,
  "homo_energy_ha": -0.3394
}

=====

{
  "formula": "C2H7N2O",
  "method": "ωB97M-V/def2-TZVPD",
  "species": ["N", "C", "C", "O", "N", "H", "H", "H", "H", "H", "H", "H"],
  "xyz": [[1.331, 0.337, -0.445], [0.139, 0.078, 0.510], [-0.905, -0.993, 0.007], [-1.813, 0.026, -0.279], [-0.868, 1.059, 0.176], [2.001, -0.443, -0.798], [1.997, 1.054, -0.086], [0.931, 0.624, -1.327], [0.452, -0.063, 1.513], [-0.716, -1.520, -0.920], [-1.308, -1.713, 0.674], [-1.241, 1.556, 0.976]],
  "mulliken_charge": [-0.4558, 0.1071, -0.4286, -0.2423, -0.3442, 0.3810, 0.3685, 0.3817, 0.4213, 0.2475, 0.2619, 0.3019],
  "charge": 1,
  "orbital_gap_ev": 10.121,
  "relative_energy_ev": 4.047,
  "homo_energy_ha": -0.5193
}

=====

{
  "formula": "C2H7N2O",
  "method": "ωB97M-V/def2-TZVPD",
  "species": ["C", "C", "N", "N", "O", "H", "H", "H", "H", "H", "H", "H"],
  "xyz": [[-0.868, 0.694, 0.042], [1.665, 0.099, 0.045], [-2.493, -0.181, 0.131], [0.111, -0.139, 0.007], [-0.089, -1.463, 0.165], [-0.782, 1.762, -0.215], [2.121, -0.638, 0.676], [1.905, 1.005, 0.704], [1.985, 0.258, -0.930], [-3.046, 0.617, -0.189], [-2.493, -0.751, -0.711], [-0.959, -1.662, 0.429]],
  "mulliken_charge": [0.1432, -0.8216, -0.6549, 0.2639, -0.3839, 0.3785, 0.3509, 0.3523, 0.3479, 0.2923, 0.3157, 0.4157],
  "charge": 1,
  "orbital_gap_ev": 11.261,
  "relative_energy_ev": 5.197,
  "homo_energy_ha": -0.5971
}

=====

{
  "formula": "C2H7N2O2",
  "method": "ωB97M-V/def2-TZVPD",
  "species": ["C", "C", "N", "O", "N", "O", "H", "H", "H", "H", "H", "H", "H"],
  "xyz": [[-1.609, 0.412, -0.034], [-0.654, -0.685, 0.032], [0.734, -0.298, 0.063], [1.690, -1.433, -0.102], [1.256, 0.843, 0.013], [2.409, 1.124, -0.001], [-1.469, 1.123, 0.808], [-1.393, 1.095, -0.957], [-2.678, -0.073, 0.152], [-0.603, -1.324, -0.811], [-0.706, -1.248, 0.990], [2.548, -1.090, 0.069], [0.476, 1.555, -0.222]],
  "mulliken_charge": [-1.3579, 0.0088, 0.3114, -0.3431, 0.4952, -0.5283, 0.4324, 0.3676, 0.3185, 0.3305, 0.2945, 0.3868, 0.2838],
  "charge": 1,
  "orbital_gap_ev": 10.515,
  "relative_energy_ev": 6.823,
  "homo_energy_ha": -0.5996
}

=====

{
  "formula": "C2H7N2O2",
  "method": "ωB97M-V/def2-TZVPD",
  "species": ["C", "C", "N", "O", "N", "O", "H", "H", "H", "H", "H", "H", "H"],
  "xyz": [[0.358, 0.587, -1.352], [-0.751, -0.038, -0.704], [-0.318, -0.169, 0.709], [-1.346, -0.496, 1.575], [0.909, -0.254, 1.130], [1.211, -0.475, 2.315], [0.457, 1.633, -1.241], [1.317, 0.052, -1.185], [0.201, 0.592, -2.452], [-1.004, -1.062, -0.980], [-1.595, 0.627, -0.588], [-0.977, -0.808, 2.463], [1.539, -0.188, 0.309]],
  "mulliken_charge": [-1.3334, 0.0112, 0.3313, -0.3786, 0.5396, -0.5302, 0.4233, 0.4507, 0.3701, 0.2852, 0.2623, 0.4284, 0.1401],
  "charge": 1,
  "orbital_gap_ev": 9.915,
  "relative_energy_ev": 6.384,
  "homo_energy_ha": -0.5870
}

=====

{
  "formula": "C2H7N2O2",
  "method": "ωB97M-V/def2-TZVPD",
  "species": ["C", "C", "N", "N", "O", "O", "H", "H", "H", "H", "H", "H", "H"],
  "xyz": [[0.980, -0.375, -0.988], [0.123, 0.155, 1.390], [-1.616, -0.729, -0.245], [-0.135, 0.221, -0.035], [-1.695, -1.227, -1.232], [-0.467, 1.446, -0.537], [1.933, -0.136, -0.555], [0.852, -1.407, -1.018], [0.796, -0.054, -1.948], [-0.835, -0.079, 1.903], [0.815, -0.813, 1.534], [0.576, 1.042, 1.830], [-1.328, 1.956, -0.099]],
  "mulliken_spin": [0.0098, -0.0073, 0.7202, 0.4882, 0.5830, 0.1608, 0.0115, -0.0035, 0.0017, 0.0198, 0.0038, 0.0133, -0.0013],
  "spin_multiplicity": 3,
  "charge": 1,
  "orbital_gap_ev": [9.478, 10.039],
  "relative_energy_ev": 1.892,
  "homo_energy_ha": [-0.4828, -0.6602]
}

=====

no.,E_tot (eV)
1,-9006.24740
2,-151641.85735
3,-27534.26506
4,-18929.15999
5,-15738.76448
6,-12784.45808
7,-13264.44968
8,-14748.36639
9,-12946.54997
10,-3676.82147
11,-3673.26712
12,-3676.96206
13,-3676.41459
14,-3676.55213
15,-3676.67285
16,-7205.09824
17,-7203.94790
18,-9249.94948
19,-9250.38798
20,-9248.37529